# 1
{
  "formula": "C5H14N3S",
  "method": "the ωB97M-V functional and the def2-TZVPD basis",
  "multiplicity": 1,
  "homo_lumo_gap_ev": 10.3,
  "total_charge": 1,
  "homo_ev": -13.59,
  "max_force_ev_per_a": 4.96,
  "de_lowest_kj_mol": 163.1,
  "symbols": ["C", "C", "C", "C", "C", "N", "N", "N", "S", "H", "H", "H", "H", "H", "H", "H", "H", "H", "H", "H", "H", "H", "H"],
  "coordinates": [[0.961, 0.261, -0.220], [1.536, 2.608, 0.117], [-2.351, -0.013, 0.710], [-1.843, -0.695, -1.543], [2.337, -1.946, 0.738], [0.732, 1.498, -0.462], [-0.158, -0.591, 0.023], [-1.384, -0.028, -0.406], [2.542, -0.392, -0.079], [2.585, 2.423, 0.126], [1.030, 2.716, 1.189], [1.231, 3.486, -0.404], [-3.282, -0.596, 0.547], [-1.866, -0.418, 1.510], [-2.703, 1.030, 1.032], [-2.166, -1.677, -1.183], [-2.779, -0.100, -1.952], [-1.120, -0.701, -2.286], [3.270, -2.208, 1.126], [1.975, -2.708, -0.031], [1.795, -1.954, 1.635], [-0.100, -1.617, 0.224], [-0.243, 1.621, -0.409]],
  "forces_ev_per_angstrom": [[-1.6, -4.4, 1.5], [-2.9, -0.3, 2.2], [-2.0, 2.1, -1.1], [-4.2, 0.4, -0.5], [-1.2, -1.4, -2.4], [1.5, 1.0, 0.0], [1.6, 1.4, -0.7], [0.7, 1.3, 2.4], [0.6, 1.1, 0.1], [0.5, -0.1, 0.0], [1.7, -0.1, -1.9], [0.3, 0.6, -0.5], [0.7, 0.2, -0.4], [1.1, -1.1, 2.4], [0.7, -1.3, -0.8], [-0.1, -0.4, -0.9], [1.8, -1.4, 0.7], [1.3, -0.3, -1.5], [1.9, -0.5, -0.1], [0.5, 0.8, 1.4], [-1.5, 0.4, 1.0], [0.2, 1.4, -0.6], [-1.8, 0.6, -0.4]],
  "mulliken_charge": [0.46, -0.90, -0.95, -1.08, -0.99, -0.17, -0.08, -0.15, -0.02, 0.40, 0.30, 0.32, 0.31, 0.43, 0.27, 0.41, 0.32, 0.39, 0.39, 0.32, 0.39, 0.25, 0.36]
}

# 2
{
  "formula": "C5H10Cl2Si",
  "method": "the ωB97M-V functional and the def2-TZVPD basis",
  "multiplicity": 1,
  "homo_lumo_gap_ev": 8.0,
  "total_charge": 0,
  "homo_ev": -8.17,
  "max_force_ev_per_a": 4.27,
  "smiles": "CC(=[SiH2])CCl.C=CCl",
  "de_lowest_kj_mol": 751.6,
  "symbols": ["C", "C", "C", "C", "C", "Si", "Cl", "Cl", "H", "H", "H", "H", "H", "H", "H", "H", "H", "H"],
  "coordinates": [[1.162, -1.594, 0.882], [1.359, -0.214, 0.542], [2.138, 0.145, -0.682], [-1.924, 0.498, -1.357], [-3.117, 0.449, -0.870], [0.547, 1.060, 1.491], [-3.337, 0.504, 0.882], [-0.179, -2.428, -0.021], [0.784, -1.557, 1.975], [2.126, -2.167, 0.657], [2.017, -0.575, -1.627], [3.210, 0.212, -0.633], [1.995, 1.179, -0.844], [-1.103, 0.106, -0.743], [-1.760, 0.601, -2.467], [-4.150, 0.706, -1.302], [0.175, 2.578, 1.384], [0.059, 0.496, 2.731]],
  "forces_ev_per_angstrom": [[0.4, -1.1, 2.4], [-0.3, 3.3, -0.6], [0.1, -1.7, -1.9], [1.9, -1.3, -2.3], [-3.7, 1.8, 1.0], [0.2, -0.5, -0.5], [0.1, -0.5, 0.0], [0.1, 0.0, -0.2], [1.0, -1.0, -1.6], [-1.5, 0.4, 0.8], [-0.4, 1.8, 1.8], [0.9, -0.8, 0.9], [-0.9, 1.2, -1.2], [-0.1, 0.8, -0.3], [-0.2, -0.1, 1.3], [2.1, -0.6, 0.1], [0.8, -1.4, -0.3], [-0.3, 0.0, 0.5]],
  "mulliken_charge": [-0.51, 0.30, -1.33, -0.45, 0.14, 0.31, -0.19, -0.20, 0.29, 0.31, 0.21, 0.40, 0.41, -0.08, 0.24, 0.30, -0.05, -0.11]
}

# 3
{
  "formula": "C6H6N2",
  "method": "the ωB97M-V functional and the def2-TZVPD basis",
  "multiplicity": 1,
  "homo_lumo_gap_ev": 10.2,
  "total_charge": 0,
  "homo_ev": -9.19,
  "max_force_ev_per_a": 4.79,
  "smiles": "C#C[C@@H]1[C@@H]2CN=CN12",
  "de_lowest_kj_mol": 343.9,
  "symbols": ["C", "C", "C", "C", "C", "C", "H", "H", "H", "H", "H", "H", "N", "N"],
  "coordinates": [[-2.367, -0.681, 0.107], [-1.625, 0.307, 0.154], [-0.487, 1.179, 0.162], [0.779, 0.819, -0.452], [1.032, -0.592, -0.876], [0.693, -0.427, 1.350], [-3.114, -1.489, -0.240], [-0.740, 2.218, 0.037], [1.278, 1.650, -0.957], [2.000, -0.747, -1.360], [0.292, -1.031, -1.611], [0.516, -0.810, 2.291], [1.006, -1.302, 0.442], [0.736, 0.905, 0.955]],
  "forces_ev_per_angstrom": [[0.0, 1.1, -1.2], [-1.6, -3.5, -0.1], [-1.5, 1.2, -0.1], [1.0, 0.6, -2.7], [0.1, -1.1, 0.1], [2.1, -2.6, -3.4], [1.7, 1.8, 1.1], [0.0, 0.3, 0.5], [0.0, -0.4, 0.1], [0.1, 0.2, 0.2], [0.4, 0.5, 1.1], [-0.4, 0.0, 2.2], [-1.1, 0.7, 0.4], [-0.8, 1.1, 1.8]],
  "mulliken_charge": [0.23, -0.68, -0.10, 0.06, -0.60, -0.10, 0.32, 0.41, 0.36, 0.33, 0.25, 0.45, -0.44, -0.49]
}

# 4
{
  "formula": "C11H26Cl2N4Ru",
  "method": "the ωB97M-V functional and the def2-TZVPD basis",
  "multiplicity": 2,
  "homo_lumo_gap_ev": [6.5, 6.9],
  "total_charge": 3,
  "homo_ev": [-19.86, -19.87],
  "max_force_ev_per_a": 4.18,
  "de_lowest_kj_mol": 201.5,
  "symbols": ["Ru", "C", "C", "N", "C", "C", "N", "C", "C", "C", "N", "C", "C", "N", "C", "H", "H", "H", "H", "H", "H", "H", "H", "H", "H", "H", "H", "H", "H", "H", "H", "H", "H", "H", "H", "H", "H", "H", "H", "Cl", "C", "Cl", "H", "H"],
  "coordinates": [[-0.489, 0.010, -0.862], [-1.156, 2.216, 1.860], [-0.920, 0.749, 2.244], [-1.363, -0.293, 1.301], [-0.986, -1.639, 1.784], [-1.005, -2.669, 0.674], [-0.234, -2.206, -0.489], [1.174, -2.602, -0.656], [2.153, -2.193, 0.429], [2.247, -0.715, 0.823], [1.793, 0.294, -0.145], [1.933, 1.652, 0.425], [1.133, 2.682, -0.342], [-0.245, 2.222, -0.545], [-1.320, 2.587, 0.398], [-0.351, 2.795, 2.316], [-2.076, 2.567, 2.329], [-1.416, 0.597, 3.209], [0.138, 0.570, 2.428], [-2.371, -0.242, 1.156], [-1.666, -1.971, 2.573], [0.009, -1.574, 2.222], [-2.031, -2.843, 0.349], [-0.611, -3.611, 1.064], [-0.711, -2.532, -1.329], [1.486, -2.193, -1.621], [1.245, -3.691, -0.737], [3.122, -2.534, 0.062], [1.968, -2.755, 1.346], [3.298, -0.527, 1.071], [1.697, -0.531, 1.745], [2.322, 0.221, -1.015], [2.981, 1.963, 0.430], [1.603, 1.616, 1.463], [1.580, 2.843, -1.324], [1.165, 3.630, 0.202], [-0.561, 2.545, -1.459], [-2.236, 2.141, -0.004], [-1.473, 3.671, 0.378], [-0.892, 0.262, -6.008], [-2.117, -0.076, -4.812], [-1.395, -0.053, -3.144], [-2.531, -1.070, -4.960], [-2.889, 0.689, -4.827]],
  "forces_ev_per_angstrom": [[2.4, -0.2, 3.4], [0.0, -0.2, -0.1], [0.1, 0.4, 0.5], [0.9, 0.6, -2.0], [0.1, -0.5, 0.0], [-0.3, 0.1, 0.5], [-0.6, 1.9, -1.2], [0.6, -0.2, 0.0], [-0.1, 0.1, -0.1], [0.3, -0.4, 0.5], [-2.1, -0.5, -0.6], [0.0, 0.6, 0.1], [0.6, -0.2, 0.1], [-1.2, -2.0, -0.8], [-0.4, 0.6, 0.4], [-0.1, 0.1, 0.0], [0.0, 0.0, 0.1], [0.0, -0.2, -0.1], [-0.1, -0.1, 0.0], [0.0, 0.0, 0.0], [0.0, 0.2, 0.1], [-0.1, 0.1, 0.0], [0.0, -0.1, 0.0], [0.0, 0.0, -0.1], [0.0, -0.3, 0.0], [0.0, -0.1, 0.0], [-0.2, 0.0, -0.1], [0.0, 0.0, 0.1], [0.1, -0.1, 0.0], [-0.1, 0.2, -0.1], [0.0, 0.1, -0.1], [0.0, 0.0, -0.1], [0.0, -0.2, 0.0], [0.1, -0.1, 0.0], [-0.1, 0.1, 0.0], [-0.1, 0.0, -0.1], [0.1, 0.3, 0.0], [0.0, 0.1, 0.0], [0.0, 0.0, -0.1], [-0.4, -0.1, 0.5], [-0.2, 0.1, -2.2], [0.3, 0.0, 1.3], [0.1, -0.1, 0.3], [0.1, 0.1, 0.3]],
  "mulliken_charge": [0.36, -0.85, -0.50, 0.15, -0.59, -0.86, 0.00, -0.87, -0.80, -0.53, 0.19, -0.58, -0.90, -0.11, -0.73, 0.28, 0.46, 0.47, 0.19, 0.33, 0.48, 0.33, 0.46, 0.35, 0.41, 0.37, 0.42, 0.44, 0.28, 0.48, 0.20, 0.31, 0.48, 0.35, 0.48, 0.35, 0.39, 0.36, 0.45, -0.02, -0.39, 0.17, 0.35, 0.35]
}

# 5
{
  "formula": "C3H10N",
  "method": "the ωB97M-V functional and the def2-TZVPD basis",
  "multiplicity": 2,
  "homo_lumo_gap_ev": [11.7, 8.9],
  "total_charge": 2,
  "homo_ev": [-21.88, -22.72],
  "max_force_ev_per_a": 3.64,
  "de_lowest_kj_mol": 150.2,
  "symbols": ["N", "H", "H", "H", "H", "C", "C", "C", "H", "H", "H", "H", "H", "H"],
  "coordinates": [[-0.973, -0.775, 1.410], [-0.119, -1.071, 0.949], [-0.742, -1.095, 2.358], [-1.753, -1.214, 0.833], [-1.428, 0.205, 1.441], [0.369, 1.574, -0.664], [1.064, 0.252, -0.629], [0.480, -0.915, -1.090], [1.183, 2.376, -0.672], [-0.241, 1.632, 0.258], [-0.289, 1.526, -1.553], [2.020, 0.359, -0.004], [0.961, -1.861, -1.216], [-0.533, -0.991, -1.421]],
  "forces_ev_per_angstrom": [[-2.6, 0.5, -0.4], [0.3, 1.2, -0.5], [-1.4, -0.4, 0.4], [0.8, -0.7, 1.7], [2.1, -1.1, 0.0], [1.4, -0.9, -1.6], [1.0, 2.7, 2.2], [0.4, -0.9, -1.0], [-1.5, -0.7, 0.1], [0.2, 0.4, -0.1], [0.0, 0.8, 0.5], [-1.0, -1.1, -1.2], [1.0, -0.5, 0.1], [-0.8, 0.6, -0.2]],
  "mulliken_charge": [-0.47, 0.26, 0.41, 0.44, 0.40, -0.77, 0.39, -0.89, 0.37, 0.26, 0.38, 0.38, 0.38, 0.47]
}

# 6
{
  "formula": "CHO3Tl",
  "method": "the ωB97M-V functional and the def2-TZVPD basis",
  "multiplicity": 1,
  "homo_lumo_gap_ev": [6.8, 6.9],
  "total_charge": 2,
  "homo_ev": [-23.24, -23.32],
  "max_force_ev_per_a": 7.08,
  "de_lowest_kj_mol": 337.3,
  "symbols": ["O", "C", "O", "O", "H", "Tl"],
  "coordinates": [[1.340, -0.356, -0.473], [0.264, -0.341, 0.253], [-0.744, -0.250, -0.585], [0.136, 0.464, 1.230], [0.822, 0.077, -1.393], [-1.817, 0.406, 0.968]],
  "forces_ev_per_angstrom": [[-1.1, 0.3, -2.0], [2.8, 4.7, -4.4], [-2.0, -2.8, -1.2], [3.1, -1.6, 3.8], [3.1, -2.2, 2.1], [-5.9, 1.4, 1.8]],
  "mulliken_charge": [-0.28, 0.82, -0.34, -0.21, 0.52, 1.49]
}